{"formula": "C68H78O31", "method": "ωB97M-V/def2-TZVPD", "symbols": ["H", "H", "H", "H", "C", "O", "H", "C", "O", "O", "H", "C", "H", "O", "H", "H", "H", "C", "C", "H", "O", "C", "C", "H", "H", "H", "H", "C", "O", "C", "C", "H", "H", "C", "H", "C", "C", "C", "H", "C", "C", "C", "C", "C", "C", "H", "C", "H", "H", "H", "H", "C", "O", "C", "H", "H", "H", "C", "O", "C", "H", "O", "C", "H", "H", "O", "H", "O", "O", "C", "H", "H", "H", "H", "C", "C", "H", "H", "C", "H", "C", "C", "H", "C", "O", "H", "C", "C", "H", "O", "C", "O", "H", "O", "H", "O", "H", "O", "C", "C", "C", "O", "C", "C", "C", "H", "H", "O", "C", "H", "O", "O", "C", "H", "C", "C", "O", "C", "C", "C", "C", "O", "H", "H", "H", "O", "H", "H", "C", "H", "H", "H", "H", "H", "H", "C", "O", "O", "H", "O", "H", "H", "H", "C", "H", "H", "C", "C", "O", "C", "C", "C", "C", "H", "H", "C", "H", "H", "C", "H", "C", "H", "C", "C", "C", "O", "H", "H", "C", "C", "H", "O", "H", "H", "H", "C", "H"], "xyz": [[-24.0335, -6.8717, 7.2005], [-26.1800, -5.2806, 5.0043], [-23.1917, -5.0395, 3.6713], [-31.2517, 1.4391, 13.6093], [-21.0703, -4.7054, 3.3758], [-28.1332, -4.0274, 6.3264], [-20.3707, 2.3302, 6.4380], [-31.4046, -0.5206, 14.4946], [-27.3035, -1.0067, 11.2421], [-20.6862, 1.4388, 6.6367], [-30.6103, 0.0701, 3.8723], [-31.3855, -1.8517, 14.2430], [-18.9886, -1.6567, 12.5976], [-27.0901, -8.2785, 13.3238], [-28.3865, -6.5100, 5.2937], [-31.0576, -3.4261, 12.8054], [-26.8173, -4.9659, 3.4255], [-31.1122, -0.0752, 12.1330], [-23.8325, -6.6533, 8.2533], [-29.9838, -5.7351, 10.8706], [-31.5861, 0.0027, 15.7775], [-26.7635, -4.5628, 4.4209], [-19.8548, -4.3996, 9.0023], [-22.9554, -0.6966, 10.2650], [-25.8833, 1.5520, 3.8819], [-25.2333, -3.3919, 7.9127], [-29.9483, 3.3684, 10.2289], [-25.2001, -2.6541, 8.7044], [-16.3263, -5.0238, 9.9070], [-23.9015, -1.1956, 10.1304], [-28.2579, -4.7532, 11.5741], [-16.0326, -5.0620, 8.9972], [-27.1260, 0.3874, 12.5411], [-23.9910, -2.1075, 9.1027], [-27.7209, 0.5645, 5.8439], [-28.1785, -4.3792, 4.9834], [-25.0155, -0.7954, 10.8238], [-31.1098, -1.4409, 11.9235], [-25.6699, 3.6730, 10.7634], [-19.9862, -4.0086, 3.8248], [-28.5955, 4.4079, 13.1247], [-20.5683, 0.7763, 10.0330], [-22.7403, 0.3044, 6.5594], [-23.6388, 2.0697, 4.5481], [-29.3064, 4.4558, 11.9551], [-28.7895, -3.5775, 4.5430], [-26.2318, -1.4011, 10.4602], [-21.7379, 3.0551, 4.9194], [-22.0669, -3.8409, 11.2415], [-17.6539, -4.9209, 12.1704], [-23.3443, -5.6856, 8.2032], [-24.2942, 1.8312, 15.4508], [-26.7641, -9.4729, 8.6715], [-22.2708, -4.6355, 4.0600], [-20.5010, -4.2541, 8.1576], [-22.4192, -0.4534, 7.2710], [-27.3418, -2.6116, 9.1039], [-28.6391, 2.1632, 11.4970], [-24.7170, 3.6251, 8.2626], [-19.4806, -0.9667, 11.9018], [-23.5590, -0.3024, 16.8552], [-24.5719, -0.2884, 14.2024], [-24.4381, 1.0618, 4.9779], [-26.2323, -3.6253, 4.4273], [-25.1293, 1.6610, 16.1325], [-25.6989, 0.8150, 4.4752], [-23.9589, 2.8312, 3.8088], [-29.8648, -5.3586, 6.1601], [-23.1871, -1.6112, 15.3180], [-29.7229, -0.1679, 7.7841], [-28.7163, 1.2826, 10.8610], [-24.5333, 2.5526, 14.6886], [-27.1366, 2.3590, 9.2412], [-18.8106, -2.1224, 10.2459], [-29.4120, -0.4482, 5.5786], [-27.8416, 3.3509, 13.4929], [-21.0453, -5.2053, 2.4183], [-24.4849, -0.7271, 6.3187], [-27.0869, -4.8035, 12.2803], [-20.9984, 1.4492, 9.2917], [-26.3539, -6.1155, 8.3901], [-29.1958, -4.5305, 7.0045], [-24.8067, -6.0470, 10.0325], [-29.0259, -5.6592, 5.0337], [-25.3765, 4.2116, 6.1841], [-25.7462, -5.9943, 13.4042], [-21.9964, 1.3763, 6.1151], [-19.9975, -3.2305, 4.9811], [-26.2870, -8.1826, 13.8371], [-18.7711, -4.0485, 3.1473], [-25.0546, 2.7921, 10.5960], [-30.9388, -1.8903, 10.6705], [-24.9821, -0.1108, 11.6891], [-29.4467, -4.1997, 8.1312], [-23.5485, 2.4068, 16.0017], [-25.4473, -7.8792, 9.5840], [-27.1568, 3.3546, 14.3480], [-21.8047, -4.1278, 10.3562], [-24.1976, -1.5951, 14.4248], [-20.7423, 1.0120, 11.3810], [-19.6616, -4.5549, 11.4295], [-28.3534, -0.3799, 7.6559], [-23.0258, -0.3743, 15.9239], [-23.6477, 0.5317, 14.8605], [-28.0766, -0.3649, 6.2412], [-20.0203, -0.0919, 7.6533], [-27.9185, -1.7328, 11.1989], [-20.3099, 0.2262, 13.7074], [-29.6421, 0.3294, 4.3035], [-23.0610, -7.3351, 8.5980], [-26.3374, 2.5377, 7.2757], [-19.6873, -0.7289, 8.3153], [-29.0660, -5.8733, 11.4360], [-26.4354, 0.8992, 8.5289], [-25.0029, 2.4835, 9.0838], [-18.5177, -4.6887, 8.9205], [-23.5044, -3.6917, 5.8736], [-27.4388, -7.1025, 12.6854], [-21.1735, -3.2109, 5.6678], [-19.3700, -1.2415, 10.5274], [-22.3657, 2.2229, 5.1169], [-30.2890, 0.0005, 6.6119], [-18.0875, -4.7105, 7.9399], [-25.5109, 1.8978, 11.0236], [-30.0673, 6.1621, 12.3989], [-30.0380, 5.5787, 11.6316], [-26.4982, -3.9045, 12.4217], [-29.6204, -1.5000, 5.4370], [-19.9342, -0.3667, 9.6062], [-29.3936, -3.7119, 10.4410], [-22.9074, 0.8333, 14.1339], [-28.6037, 5.2609, 13.7767], [-20.1215, -4.6426, 12.4087], [-26.1575, -5.4763, 7.5194], [-18.8333, -4.7235, 2.4927], [-29.3236, 3.3366, 11.1003], [-26.7993, -7.3856, 7.8724], [-28.6523, -3.5712, 11.0735], [-28.7968, 0.1329, 3.6382], [-30.1952, 0.0606, 8.8579], [-20.1211, 1.1431, 13.9508], [-26.9850, -5.6401, 9.1418], [-21.2347, -2.6565, 6.5963], [-26.3335, 1.9896, 8.5960], [-21.9619, -0.1410, 15.9603], [-24.1004, 2.9121, 11.1046], [-26.6729, -5.9615, 12.8263], [-25.4813, 3.5589, 7.1977], [-22.8268, -2.4393, 8.4430], [-26.3453, -2.2766, 9.3832], [-23.9635, 0.1511, 5.9418], [-20.4173, -4.3619, 10.2979], [-27.8075, 2.2084, 12.6588], [-31.3533, -2.5559, 15.1041], [-22.3034, -2.9673, 9.0681], [-17.6927, -4.8064, 10.0431], [-29.7599, -5.8360, 4.2445], [-31.7401, -0.7178, 16.4075], [-31.1644, -2.3506, 12.9809], [-27.3937, -1.2039, 6.0544], [-28.6346, -7.0820, 11.9870], [-29.1740, -8.0207, 11.9711], [-25.0788, -6.5893, 9.1263], [-26.3461, -8.3881, 8.6778], [-18.2698, -4.7514, 11.2958], [-26.9282, 1.2067, 13.0143], [-24.2597, 1.7411, 8.7887], [-23.3609, -3.3966, 6.7754], [-22.3014, -3.8464, 5.1886], [-20.1959, 0.1489, 12.3308], [-29.5500, 1.4087, 4.5723], [-24.6327, -2.4911, 13.7771], [-21.3421, 1.8734, 11.7138], [-30.9070, -1.1079, 10.0903], [-31.0360, 0.5965, 11.2995], [-31.2551, 0.3613, 13.4398], [-19.0624, -2.8383, 5.3058]], "atomic_forces_ev_per_a": [[-0.3, -0.3, 0.1], [-0.2, 0.1, 0.2], [0.0, -0.3, 0.0], [0.0, -0.3, 0.2], [-0.7, -0.1, -0.6], [0.6, 0.4, 2.0], [0.3, -0.2, 0.2], [-0.4, 1.5, 0.7], [0.6, 0.0, -0.7], [-0.7, 0.7, -0.1], [0.2, 0.2, -0.1], [0.8, -2.1, 1.4], [-0.4, 0.5, -0.1], [-0.5, -0.1, -0.5], [-0.3, -0.1, -0.3], [-0.1, 0.5, 0.0], [-0.1, 0.0, -0.6], [-0.4, -0.5, 1.3], [0.2, 0.3, -0.8], [0.0, -0.4, 0.1], [0.1, -0.3, -0.4], [-0.7, 0.0, 0.6], [-0.5, -0.3, 2.0], [0.3, -0.1, 0.3], [-0.3, 0.0, -0.1], [0.0, 0.1, -0.1], [-0.1, -0.1, -0.4], [0.2, 0.0, 0.2], [-0.8, 0.1, 1.0], [0.3, 0.9, -0.2], [-0.7, -0.7, 0.0], [-0.3, 0.1, -0.3], [-0.1, -0.2, -0.2], [-0.1, -0.2, -0.2], [1.3, 0.7, 0.8], [-0.1, -0.7, -1.5], [-0.8, -0.6, 0.2], [0.5, -0.4, 0.3], [-0.2, -0.1, 0.1], [1.8, 0.4, -0.2], [-0.2, 1.3, 0.5], [-0.6, 0.3, -0.7], [-0.8, 0.1, -0.8], [0.8, 1.7, -0.6], [-0.6, -0.6, -1.0], [0.5, -0.2, -0.7], [0.4, 1.1, 0.8], [0.4, 0.6, -0.6], [0.1, -0.1, 0.0], [0.0, 0.1, 0.0], [0.0, 0.4, 0.2], [0.9, -0.5, -0.1], [-0.4, -2.2, -0.3], [-0.1, 0.7, 0.2], [0.1, 0.0, -0.4], [0.2, 0.4, 0.0], [0.3, -0.2, 0.0], [0.6, 1.1, 0.5], [0.2, 0.6, 0.9], [0.1, -0.4, -1.3], [0.0, -0.1, 0.6], [-0.4, -1.2, 0.3], [-0.6, -1.9, 0.6], [0.2, 0.3, -0.1], [0.0, -0.2, -0.3], [0.3, 0.4, -0.2], [0.0, -0.7, 0.5], [-0.2, 0.1, 1.6], [-0.4, -2.4, -0.1], [2.4, 1.4, 1.0], [0.2, 0.1, 0.2], [-0.7, -0.1, -0.6], [-0.2, 0.3, -0.5], [0.0, 0.1, -0.4], [-0.6, -1.5, -0.4], [1.4, -2.5, -0.6], [0.2, -0.2, 0.0], [-0.7, 0.3, -0.6], [0.5, 1.7, -0.3], [0.1, -0.1, 0.2], [1.6, -0.5, 0.2], [0.2, 0.4, -0.3], [-0.5, 0.3, -0.1], [-0.2, 0.5, 0.4], [0.0, -0.1, 1.2], [-0.2, 0.0, -0.1], [2.4, -0.9, 0.8], [-0.1, -1.5, -1.0], [0.2, 0.3, 0.0], [-0.4, 0.6, 0.9], [0.2, -0.6, -1.0], [-0.1, -0.4, -1.1], [0.0, -0.5, -0.6], [-0.2, -0.7, -0.9], [0.4, -0.4, 0.3], [-0.7, -0.9, -1.0], [-0.5, 0.1, -0.2], [0.7, -0.1, 0.0], [0.1, 1.5, -1.2], [-0.4, 0.4, 1.4], [0.9, -0.4, -0.2], [-1.6, 0.1, -0.8], [0.3, 1.6, -1.3], [-0.5, 2.5, 1.3], [0.6, -0.2, -0.1], [0.1, 0.1, 0.5], [-1.1, -0.7, 0.2], [-0.3, 1.2, 0.1], [0.8, 0.8, 0.9], [-0.2, -0.3, 0.3], [-1.3, -0.4, 0.0], [-0.4, 0.3, -0.7], [0.4, -0.3, -0.1], [0.3, 0.3, 0.1], [0.9, -0.5, 1.5], [0.4, 0.6, -0.4], [0.0, -0.6, -1.0], [0.2, -0.6, 0.7], [0.0, 0.8, 0.9], [-0.1, 0.4, 1.8], [-1.4, -0.2, 0.3], [-1.0, -0.2, -0.1], [0.4, -0.1, -0.4], [-0.2, 0.3, 0.3], [0.1, -0.1, -0.1], [0.0, -0.2, -0.2], [0.0, 0.1, -0.1], [-0.5, -0.4, -0.3], [1.2, -1.0, -0.4], [0.5, 0.4, 0.5], [0.4, 0.0, -0.2], [-0.1, 0.5, 0.2], [0.0, 0.3, -0.1], [-0.1, -0.1, 0.5], [0.1, -0.7, -0.8], [0.3, 0.0, 1.6], [-0.4, 0.4, 0.2], [-0.9, 1.0, -1.1], [-0.3, -0.2, -0.2], [-0.6, -0.4, -0.1], [-0.1, -0.2, 0.2], [-0.7, -0.3, -0.4], [-0.1, 0.1, 0.0], [-0.1, -0.2, -0.1], [-0.1, -0.2, 0.6], [0.2, 0.1, -0.3], [0.9, -1.4, 0.9], [0.1, 0.2, -2.6], [0.1, -0.3, -0.6], [-0.6, 0.4, 0.5], [-0.2, -0.4, 0.6], [-0.9, 0.2, -0.7], [-0.6, 0.0, -0.4], [-0.3, 0.5, -0.6], [0.2, -0.1, 0.1], [0.3, -0.2, -0.7], [0.7, -0.1, -0.3], [0.1, 0.2, -0.4], [-0.3, 0.0, -0.9], [-0.2, 0.4, -0.3], [0.1, 0.1, 0.1], [-0.3, 0.2, -0.3], [1.1, 0.7, 0.0], [0.2, 2.4, 1.1], [-0.3, -0.1, 0.3], [-0.5, 0.7, 0.1], [0.3, 0.0, 0.4], [0.5, 0.4, 0.4], [-1.3, -0.1, 1.1], [0.5, -1.1, -0.4], [-0.4, -0.6, -0.4], [0.1, -0.5, 0.6], [0.4, -0.3, -0.2], [0.2, -0.4, -0.1], [0.1, 0.3, -0.1], [0.0, 1.3, -0.2], [0.3, 0.6, 0.3]], "mulliken_charge": [0.296, 0.175, 0.404, 0.347, -0.750, 0.273, 0.251, 0.736, 0.097, -0.612, 0.416, -0.452, 0.470, -0.610, 0.321, 0.368, 0.516, -0.548, -1.576, 0.635, -0.584, -1.402, -0.653, -0.047, 0.269, -0.247, 0.565, -0.150, -0.583, 0.032, -0.991, 0.291, 0.054, -0.312, -0.020, 0.479, -0.084, 0.630, 0.317, 0.793, -0.570, -0.753, 0.808, -0.436, 0.423, 0.264, 0.108, 0.326, 0.065, 0.450, 0.026, -1.494, -0.525, -0.797, 0.247, -0.714, 0.268, 0.316, -0.449, -0.434, 0.335, 0.012, 0.252, 0.357, 0.390, -0.425, 0.262, -0.428, -0.348, 0.221, 0.857, 0.237, -0.597, 0.714, 0.533, -0.927, 0.319, 0.364, -0.513, 0.286, 1.537, 0.044, 0.240, -0.634, -0.620, 0.330, 0.821, -1.264, 0.284, -0.560, -1.156, -0.460, 0.415, -0.361, 0.486, -0.515, 0.293, -0.359, 0.228, -0.170, -0.517, 0.111, -0.388, 1.024, 0.535, 0.242, -0.492, -0.528, -1.510, 0.449, -0.201, -0.561, -0.369, -0.157, 1.612, -0.313, 0.087, 1.116, 0.331, -0.640, -0.884, -0.402, 0.358, 0.075, 0.287, -0.579, 0.478, 0.051, 0.390, -0.249, -0.348, 0.299, 0.491, -0.274, 0.279, -0.861, -0.510, 0.802, 0.324, -0.595, 0.384, -0.767, 0.480, 0.833, 0.281, 0.297, -0.422, 0.342, 2.485, 0.469, -0.454, 0.218, 0.487, 0.198, -1.081, 0.657, 0.293, 0.289, -0.803, -0.074, -1.146, 0.456, 1.193, 0.386, -0.657, -0.452, -0.434, -0.544, -0.204, 0.240, 0.361, -0.430, 0.315, 0.219, 0.583, -0.377, 0.691], "gap_ev": 7.8, "e_lumo_ev": 0.3, "energy_ha": -4970.51805, "mol_weight_g_mol": 1391.3, "largest_force_ha_per_bohr": 0.0580}

{"formula": "C4H12", "method": "ωB97M-V/def2-TZVPD", "symbols": ["H", "H", "H", "H", "C", "C", "C", "C", "H", "H", "H", "H", "H", "H", "H", "H"], "xyz": [[-1.5040, 0.7027, 2.8498], [0.0041, -0.2288, 2.7354], [1.0343, -0.5327, -0.6109], [-1.9710, -1.7011, 2.2477], [1.7329, 0.8489, -2.2075], [-0.8643, 0.1307, 2.1913], [0.6629, 0.0328, -1.4592], [-1.5653, -1.0345, 1.4835], [-2.3625, -0.6491, 0.8515], [2.3121, 1.4242, -1.4802], [-0.1339, 0.7173, -1.1730], [2.4312, 0.2023, -2.7277], [-0.4487, 0.8026, 1.4364], [0.2317, -0.6760, -2.1702], [-0.8584, -1.6241, 0.9039], [1.2989, 1.5849, -2.8708]], "atomic_forces_ev_per_a": [[-0.2, 0.0, 0.1], [0.0, -0.1, 0.4], [0.1, 0.1, 0.1], [-0.3, -0.1, -0.2], [0.2, -0.1, 1.2], [0.6, -0.2, -0.9], [-0.1, 0.3, -1.2], [0.1, 0.3, 0.8], [-0.1, -0.3, -0.1], [0.1, 0.0, -0.1], [-0.1, -0.2, 0.4], [0.0, 0.0, -0.3], [-0.1, 0.2, 0.1], [-0.1, -0.1, 0.2], [0.0, 0.1, -0.2], [-0.2, -0.1, -0.4]], "mulliken_charge": [0.326, 0.268, 0.248, 0.323, -0.997, -0.822, -0.700, -0.790, 0.248, 0.300, 0.234, 0.291, 0.217, 0.320, 0.236, 0.299], "gap_ev": 12.9, "e_lumo_ev": 1.2, "energy_ha": -159.58140, "mol_weight_g_mol": 60.1, "smiles": "CC.CC", "largest_force_ha_per_bohr": 0.0243}

{"formula": "C2H7N2OP", "method": "ωB97M-V/def2-TZVPD", "symbols": ["H", "H", "N", "O", "P", "H", "C", "C", "N", "H", "H", "H", "H"], "xyz": [[-0.7257, 1.9186, 1.1111], [0.2143, -1.1659, -1.4285], [-0.7987, 1.1935, -0.7920], [0.7620, 0.0962, 1.4256], [1.0774, -2.8497, 0.1097], [-0.0235, 1.8390, -1.0148], [0.4390, -0.2053, 0.3081], [-1.4917, 1.9794, 0.2724], [0.5857, -1.2247, -0.4410], [2.2488, -2.6741, 0.8078], [-2.3562, 1.3513, 0.6907], [1.7168, -3.2278, -1.0504], [-1.6482, 2.9695, 0.0013]], "atomic_forces_ev_per_a": [[-0.8, 0.5, -0.7], [0.5, 0.1, 1.8], [-1.7, 3.1, -0.1], [0.0, -0.7, 0.3], [-1.6, -0.9, 0.4], [-0.2, -0.4, -0.5], [1.5, 1.2, 1.8], [0.9, -4.4, 1.2], [0.2, -2.3, -2.5], [0.8, 0.7, 0.3], [0.8, 1.4, -0.9], [0.4, -0.1, -0.7], [-0.7, 1.8, -0.3]], "lowdin_spin": [0.038, 0.007, 0.904, 0.274, 0.081, 0.023, 0.481, 0.083, 0.073, 0.012, 0.000, 0.010, 0.014], "gap_ev": [6.8, 8.1], "e_lumo_ev": [0.9, -1.2], "energy_ha": -606.30911, "mol_weight_g_mol": 106.1, "largest_force_ha_per_bohr": 0.0904, "spin_multiplicity": 3}